16
Properties=species:S:1:pos:R:3:forces:R:3:mulliken_charge:R:1 method="wB97M-V/def2-TZVPD" total_energy_ev=-11906.952 gap_ev=7.25 homo_energy_ev=-3.367 charge=-1
C -0.59789 0.57497 -1.95428 -0.0756 0.1381 1.0620 -0.88
N -0.88178 0.70101 -0.52473 0.4099 -0.2014 0.0543 -0.56
C 0.29875 0.42900 0.26984 -0.3674 -1.0882 0.3663 0.11
C 0.09825 0.54113 1.84938 0.5520 -0.1502 -1.1697 -0.55
O 1.26537 0.09691 2.38298 -0.6513 -0.8525 0.1179 -0.84
C 0.51574 -1.23569 0.03730 -3.2938 2.1544 -3.6864 0.43
O 1.74122 -1.77337 0.07531 -2.5856 0.3533 1.2354 -0.52
O -0.58304 -1.82891 -0.12420 2.3669 -0.1615 0.0609 -0.63
H 0.04479 1.37745 -2.24403 0.3841 0.6618 -0.4308 0.32
H -0.12634 -0.35956 -2.24111 0.1734 -0.4418 -0.0285 0.32
H -1.54522 0.64687 -2.42769 -0.7457 0.1519 -0.9394 0.33
H -1.41119 -0.14733 -0.31386 -0.5422 0.4782 0.0631 0.38
H 1.18411 0.99593 -0.06291 -0.2718 -0.3315 0.1817 0.29
H -0.79409 -0.11597 2.03295 0.0602 0.2407 0.1379 0.13
H -0.22692 1.57777 2.17764 0.3525 -0.4841 -0.5543 0.30
H 1.01827 -1.48021 1.06739 4.2344 -0.4670 3.5296 0.37